## 1
The following is a quantum chemistry calculation of 9 unconnected molecules or ions with the total composition C4H26O9, from OMol25.

Values from the calculation:
SMILES	CO.CO.CO.CO.O.O.O.O.O
highest occupied orbital energy	-9.79	eV
LUMO level	-0.29	eV

Last column: natural (NBO) charge in e.
Cartesian coordinates (Å):
1 C 8.749 -10.335 19.438  -0.231
2 O 8.170 -11.333 18.634  -0.746
3 H 8.887 -9.423 18.856  0.156
4 H 8.106 -10.264 20.315  0.175
5 H 9.776 -10.572 19.714  0.172
6 H 7.419 -11.790 19.019  0.474
7 C 10.078 -3.200 19.617  -0.269
8 O 10.812 -3.207 18.387  -0.741
9 H 10.722 -2.865 20.431  0.206
10 H 9.159 -2.615 19.603  0.150
11 H 9.884 -4.231 19.913  0.149
12 H 10.232 -3.555 17.705  0.484
13 C 9.890 -6.643 24.449  -0.254
14 O 10.905 -7.612 24.470  -0.736
15 H 9.621 -6.226 23.479  0.162
16 H 8.910 -7.063 24.678  0.153
17 H 9.947 -5.769 25.098  0.168
18 H 11.304 -7.749 23.608  0.502
19 C 11.733 -4.635 22.276  -0.247
20 O 12.016 -3.291 22.565  -0.737
21 H 12.148 -4.935 21.314  0.163
22 H 12.025 -5.255 23.124  0.177
23 H 10.662 -4.746 22.110  0.174
24 H 12.948 -3.173 22.762  0.467
25 O 9.482 -7.087 20.140  -1.005
26 H 9.161 -6.923 19.253  0.491
27 H 9.038 -6.433 20.680  0.495
28 O 11.856 -7.624 21.480  -0.983
29 H 12.404 -7.369 20.737  0.474
30 H 10.963 -7.610 21.134  0.501
31 O 8.282 -6.763 17.781  -0.956
32 H 8.362 -7.534 17.219  0.496
33 H 7.373 -6.483 17.676  0.495
34 O 7.817 -5.250 21.487  -0.954
35 H 7.315 -5.104 22.289  0.488
36 H 7.476 -4.602 20.870  0.480
37 O 9.535 -4.533 16.322  -0.960
38 H 9.896 -4.999 15.568  0.480
39 H 9.231 -5.226 16.908  0.487



## 2
The following is a quantum chemistry calculation of 9 unconnected molecules or ions with the total composition C4H26O9, from OMol25.

Values from the calculation:
SMILES	CO.CO.CO.CO.O.O.O.O.O
highest occupied orbital energy	-10.29	eV
LUMO level	0.48	eV

Last column: natural (NBO) charge in e.
Cartesian coordinates (Å):
1 C -2.365 -2.872 1.070  -0.248
2 O -1.343 -2.299 0.263  -0.756
3 H -2.944 -2.127 1.674  0.164
4 H -3.064 -3.357 0.473  0.180
5 H -2.024 -3.614 1.741  0.176
6 H -0.884 -1.663 0.842  0.486
7 C 2.798 0.109 -1.831  -0.250
8 O 2.590 -0.141 -0.458  -0.793
9 H 2.179 0.945 -2.137  0.202
10 H 3.887 0.293 -2.036  0.168
11 H 2.364 -0.806 -2.360  0.177
12 H 2.394 -1.095 -0.313  0.517
13 C -1.311 0.947 -2.151  -0.251
14 O -0.140 1.715 -1.929  -0.752
15 H -1.142 -0.115 -1.962  0.176
16 H -2.101 1.329 -1.564  0.164
17 H -1.684 1.075 -3.176  0.164
18 H -0.295 2.162 -1.058  0.496
19 C -2.268 0.469 1.415  -0.250
20 O -1.216 -0.148 2.161  -0.813
21 H -2.731 -0.238 0.724  0.187
22 H -3.100 0.848 2.077  0.172
23 H -1.821 1.314 0.929  0.189
24 H -0.369 0.386 2.207  0.527
25 O 0.893 4.051 -4.123  -0.936
26 H 0.176 3.471 -3.861  0.473
27 H 1.457 3.406 -4.580  0.462
28 O 1.660 0.692 1.794  -1.029
29 H 2.090 0.420 0.941  0.516
30 H 1.872 0.063 2.491  0.482
31 O 0.241 -2.301 3.162  -0.987
32 H -0.277 -1.623 2.776  0.489
33 H 0.144 -2.398 4.145  0.484
34 O 1.471 -2.673 -0.300  -0.975
35 H 1.820 -3.307 0.332  0.481
36 H 0.509 -2.633 -0.084  0.505
37 O 0.500 3.129 0.876  -0.974
38 H 1.174 2.663 1.332  0.499
39 H 0.860 3.925 0.497  0.476



Which structure wins on stability? 2 wins.



## 1
The following is a quantum chemistry calculation of a molecular structure, C4H9NOS, from OMol25.

Values from the calculation:
highest occupied orbital energy	-7.95	eV
LUMO level	0.69	eV

Last column: natural (NBO) charge in e.
Cartesian coordinates (Å):
1 C 0.455 -1.100 -0.286  -0.473
2 C -1.001 -1.519 -0.344  -0.586
3 C 0.403 0.317 0.286  0.164
4 C 0.291 1.397 -0.710  -0.710
5 N 1.425 0.624 1.257  -0.803
6 O -2.565 0.733 -0.055  -0.954
7 S -1.752 -0.190 0.756  1.024
8 H 0.976 -1.669 0.447  0.209
9 H 0.984 -1.199 -1.226  0.218
10 H -1.502 -1.600 -1.304  0.241
11 H -1.180 -2.427 0.241  0.219
12 H 1.207 -0.052 2.066  0.363
13 H -0.848 1.559 -0.897  0.283
14 H 1.044 1.245 -1.594  0.230
15 H 0.644 2.353 -0.210  0.206
16 H 1.420 1.528 1.572  0.368



## 2
The following is a quantum chemistry calculation of 2 unconnected molecules or ions with the total composition C4H9NOS, from OMol25.

Values from the calculation:
SMILES	OSN1CC1.C=C
highest occupied orbital energy	-8.28	eV
LUMO level	0.63	eV

Last column: natural (NBO) charge in e.
Cartesian coordinates (Å):
1 O -2.718 1.212 1.299  -0.906
2 S -1.368 1.706 0.370  0.683
3 N -0.784 0.312 -0.314  -0.592
4 C -1.491 -0.684 -1.020  -0.242
5 C -0.710 -1.043 0.170  -0.249
6 H -2.880 1.767 2.076  0.491
7 H -0.998 -1.076 -1.893  0.189
8 H -2.525 -0.733 -1.082  0.209
9 H -1.154 -1.330 1.067  0.206
10 H 0.411 -1.320 0.091  0.213
11 C 2.129 0.713 -0.530  -0.354
12 C 2.612 -0.306 0.167  -0.408
13 H 2.384 1.716 -0.251  0.193
14 H 1.479 0.610 -1.282  0.191
15 H 2.975 -0.191 1.196  0.189
16 H 2.638 -1.352 -0.062  0.187



Which structure wins on stability? 1 wins.